Molecular formula: C4H5NOS
Method: DFT, ωB97M-V/def2-TZVPD

Last column: Mulliken charge in e.
CARTESIAN COORDINATES (ANGSTROEM)
1 C -1.11 0.69 -0.15  -0.34
2 C -1.33 -0.63 0.04  -0.43
3 C -0.06 -1.35 0.06  -0.23
4 C 0.94 -0.18 0.00  -0.03
5 H 1.80 1.99 -0.06  0.34
6 H -1.79 1.57 -0.22  0.38
7 H -2.35 -1.09 0.13  0.32
8 H 0.04 -2.02 -0.80  0.26
9 H 0.26 -1.90 0.95  0.26
10 N 0.24 0.99 -0.04  0.30
11 O 0.79 2.22 0.12  -0.39
12 S 2.58 -0.30 -0.04  -0.45

Calculated values
Multiplicity: 1
SMILES: ON1C=CCC1=S
Electronic energy (hartree): -683.51371

=====

Molecular formula: C21H35NO6
Method: DFT, ωB97M-V/def2-TZVPD

Last column: Mulliken charge in e.
CARTESIAN COORDINATES (ANGSTROEM)
1 C -6.60 -0.67 0.79  -0.40
2 C -6.22 0.67 0.60  -0.43
3 C -4.91 1.22 0.66  -0.96
4 C -3.97 0.20 0.84  0.00
5 C -4.28 -1.30 0.81  -0.82
6 C -5.67 -1.66 0.93  -0.59
7 H -5.92 -2.76 1.13  0.28
8 H -3.53 -1.81 0.97  0.83
9 C -2.66 0.76 0.87  0.56
10 N -2.31 1.69 -0.07  0.57
11 C -2.45 1.43 -1.40  -0.80
12 H -2.26 2.16 -2.19  0.48
13 H -3.40 0.71 -1.72  0.24
14 C -1.45 0.14 -1.73  0.30
15 H -0.53 0.12 -1.37  -0.42
16 O -2.19 -1.20 -1.29  -0.39
17 C -1.28 -2.47 -1.51  -0.54
18 H -2.05 -3.21 -1.45  0.33
19 C -0.17 -2.37 -0.51  -0.80
20 O 0.85 -1.65 -0.51  0.22
21 C 1.90 -2.32 -1.42  -0.60
22 C 2.80 -2.95 -0.24  -1.31
23 O 3.73 -2.07 0.42  -0.25
24 C 3.02 -1.50 1.62  -0.23
25 C 4.10 -0.61 2.05  -0.91
26 O 4.43 0.56 1.88  -0.15
27 C 5.37 0.54 0.91  -0.48
28 C 4.91 0.86 -0.58  -0.09
29 O 4.28 1.90 -0.88  -0.42
30 C 3.15 2.28 -0.37  -0.34
31 C 1.95 1.69 -1.17  -0.53
32 O 0.67 2.21 -1.10  -0.48
33 C 0.18 2.24 0.34  -0.34
34 C -1.33 2.56 0.22  -1.88
35 H -1.37 3.41 -0.51  0.55
36 H -1.53 3.34 1.25  0.25
37 H 0.74 2.86 0.83  1.07
38 H 0.19 1.19 1.00  0.07
39 H 2.11 1.59 -2.18  0.68
40 H 1.74 0.68 -0.64  0.10
41 H 3.10 3.31 -0.50  0.39
42 H 2.96 2.24 0.88  0.17
43 H 4.05 -0.15 -0.65  -0.22
44 H 5.68 0.37 -1.16  0.48
45 H 5.67 1.78 1.05  0.17
46 H 6.30 -0.09 1.03  0.47
47 H 5.11 -1.47 2.37  0.19
48 H 3.83 -0.84 3.35  0.18
49 H 2.62 -2.22 1.96  1.22
50 H 2.18 -0.79 1.14  -0.27
51 H 2.39 -3.67 0.23  0.93
52 H 3.63 -3.59 -1.05  0.22
53 H 2.67 -1.45 -1.94  0.09
54 H 1.63 -3.10 -1.97  0.79
55 H -0.61 -2.22 0.62  0.27
56 H 0.03 -3.44 -0.14  0.37
57 H -0.83 -2.36 -2.61  0.17
58 H -1.35 0.06 -2.79  0.50
59 H -1.88 -0.02 0.94  -0.14
60 H -2.33 1.22 2.23  0.30
61 H -4.77 2.11 0.51  0.85
62 H -7.13 1.38 0.55  0.20
63 H -7.62 -1.01 0.58  0.32

Calculated values
Multiplicity: 1
Electronic energy (hartree): -1326.51669

=====

Molecular formula: C38H50N2O2
Method: DFT, ωB97M-V/def2-TZVPD

Last column: Mulliken charge in e.
CARTESIAN COORDINATES (ANGSTROEM)
1 C 5.10 -3.39 1.26  -1.29
2 C 4.04 -2.63 0.36  0.21
3 C 3.61 -3.43 -0.93  -0.73
4 O 2.32 -3.03 -1.44  -0.27
5 C 2.46 -1.98 -2.42  -0.64
6 C 1.25 -0.99 -2.42  0.31
7 C -0.13 -1.59 -2.39  -0.78
8 C -1.32 -0.73 -2.43  0.63
9 C -2.71 -1.44 -2.44  -1.55
10 C -3.36 -1.64 -1.00  -0.58
11 C -2.87 -0.62 0.11  0.20
12 C -1.72 -1.22 1.07  1.01
13 C -2.15 -0.94 2.57  -1.00
14 C -2.76 -2.20 3.34  -0.68
15 C -3.69 -3.13 2.47  -0.33
16 C -3.16 -4.65 2.48  -1.05
17 C -1.90 -4.88 1.55  -0.14
18 O -0.75 -4.30 2.20  -0.38
19 C 0.37 -4.21 1.30  -0.44
20 C -1.18 0.78 -2.49  0.52
21 N -2.36 1.52 -2.52  -0.30
22 C -2.12 2.86 -2.52  0.50
23 C -3.37 3.81 -2.50  -0.79
24 C -4.12 3.49 -1.11  -0.68
25 C -3.34 4.00 0.14  0.56
26 C -2.06 3.47 0.63  0.57
27 C -1.33 3.95 1.82  -0.73
28 C -1.92 5.05 2.60  -0.47
29 C -3.23 5.59 2.15  -0.47
30 C -3.95 5.10 0.95  -0.80
31 C -0.74 3.45 -2.55  -0.75
32 N 0.43 2.75 -2.57  -0.33
33 C 0.16 1.39 -2.52  0.29
34 C 1.36 0.46 -2.48  1.09
35 C 2.79 1.10 -2.56  -1.80
36 C 3.26 1.82 -1.25  0.85
37 C 2.39 2.36 -0.19  0.06
38 C 3.03 3.04 0.96  -0.45
39 C 4.49 3.20 1.10  -0.77
40 C 5.38 2.66 0.05  0.42
41 C 6.95 2.80 0.04  -1.22
42 C 4.74 1.98 -1.09  -0.54
43 H 5.22 -2.87 2.26  0.35
44 H 4.75 -4.44 1.50  0.31
45 H 6.11 -3.49 0.78  0.32
46 H 3.16 -2.40 1.03  0.12
47 H 4.51 -1.63 0.12  0.14
48 H 3.52 -4.53 -0.67  0.39
49 H 4.43 -3.32 -1.71  0.32
50 H 2.55 -2.50 -3.43  0.12
51 H 3.46 -1.48 -2.25  0.24
52 H -0.23 -2.71 -2.34  0.25
53 H -2.53 -2.47 -2.86  0.42
54 H -3.39 -0.94 -3.18  0.37
55 H -4.47 -1.46 -1.13  0.31
56 H -3.29 -2.71 -0.65  0.27
57 H -3.76 -0.44 0.78  0.71
58 H -2.56 0.38 -0.28  -0.93
59 H -0.77 -0.62 0.90  0.41
60 H -1.51 -2.29 0.84  -1.06
61 H -1.20 -0.65 3.12  0.35
62 H -2.84 -0.07 2.70  0.37
63 H -3.40 -1.78 4.18  0.41
64 H -1.91 -2.73 3.85  0.29
65 H -4.69 -3.18 2.99  0.41
66 H -3.90 -2.76 1.43  0.06
67 H -2.85 -4.90 3.54  0.32
68 H -3.98 -5.35 2.15  0.40
69 H -1.71 -5.97 1.33  0.42
70 H -2.06 -4.34 0.57  0.15
71 H 1.29 -4.45 1.93  0.24
72 H 0.52 -3.18 0.90  0.14
73 H 0.33 -5.00 0.49  0.26
74 H -3.08 4.89 -2.59  0.34
75 H -4.09 3.48 -3.30  0.34
76 H -4.30 2.38 -1.07  0.29
77 H -5.13 3.98 -1.10  0.42
78 H -1.58 2.62 0.06  0.05
79 H -0.34 3.48 2.07  0.34
80 H -1.37 5.42 3.50  0.35
81 H -3.67 6.40 2.80  0.30
82 H -4.92 5.55 0.63  0.29
83 H -0.67 4.57 -2.58  0.27
84 H 3.60 0.39 -2.86  0.60
85 H 2.75 1.89 -3.37  0.41
86 H 1.29 2.27 -0.28  0.14
87 H 2.42 3.49 1.80  0.24
88 H 4.97 3.74 1.95  0.34
89 H 7.38 2.96 1.06  0.35
90 H 7.21 3.67 -0.63  0.27
91 H 7.40 1.88 -0.43  0.31
92 H 5.42 1.59 -1.90  0.20

Calculated values
Multiplicity: 1
Electronic energy (hartree): -1737.74225

=====

Molecular formula: C4H9N4
Method: DFT, ωB97M-V/def2-TZVPD

Last column: Mulliken charge in e.
CARTESIAN COORDINATES (ANGSTROEM)
1 C -0.76 0.43 1.29  0.51
2 C -0.37 -0.77 0.60  0.44
3 C 1.36 -1.16 -1.13  -1.13
4 C -0.06 -0.99 -0.90  -0.49
5 N -0.04 -1.80 1.26  0.59
6 N 0.34 -2.70 1.72  -0.57
7 N -0.54 0.51 2.63  -0.43
8 N -1.22 1.52 0.70  -0.41
9 H 1.79 -1.82 -0.40  0.31
10 H 2.10 -0.27 -0.96  0.27
11 H 1.50 -1.39 -2.12  0.39
12 H -0.68 -1.80 -1.41  0.30
13 H -0.47 -0.19 -1.57  0.25
14 H -0.07 -0.20 3.22  0.23
15 H -0.78 1.44 3.13  0.24
16 H -1.07 1.68 -0.35  0.26
17 H -1.46 2.41 1.14  0.22

Calculated values
Multiplicity: 1
SMILES: CCC([N+]#N)=C(N)N
Charge: +1
Electronic energy (hartree): -376.53039

=====

Molecular formula: C7H10
Method: DFT, ωB97M-V/def2-TZVPD

Last column: Mulliken charge in e.
CARTESIAN COORDINATES (ANGSTROEM)
1 C 1.49 -0.22 0.44  -0.62
2 C 0.43 0.70 1.11  -0.04
3 C -0.12 1.33 0.03  -0.41
4 C -0.96 0.18 -0.49  -0.45
5 C -1.83 -0.22 0.71  -0.62
6 C -0.49 -0.50 1.37  -0.39
7 C 0.16 -0.94 0.02  -0.31
8 H 2.13 0.23 -0.33  0.25
9 H 2.07 -0.86 1.11  0.27
10 H 1.72 1.22 -2.74  0.08
11 H 1.33 0.59 -2.73  -0.08
12 H 0.48 1.94 -0.64  0.43
13 H -1.36 0.21 -1.51  0.38
14 H -2.47 0.56 1.14  0.35
15 H -2.40 -1.14 0.53  0.32
16 H -0.34 -1.08 2.28  0.43
17 H 0.15 -2.00 -0.30  0.42

Calculated values
Multiplicity: 1
Electronic energy (hartree): -272.48223

=====

Molecular formula: C3H7Cl2N3S
Method: DFT, ωB97M-V/def2-TZVPD

Last column: Mulliken charge in e.
CARTESIAN COORDINATES (ANGSTROEM)
1 C 0.76 0.50 -1.02  -0.75
2 C 0.55 -0.73 -0.13  0.77
3 C 1.48 -0.68 1.17  -1.46
4 N -0.82 -0.40 0.43  0.11
5 N -1.37 2.46 -0.76  -0.53
6 N -1.90 -0.52 -0.35  -0.53
7 S -0.16 1.85 -0.04  0.20
8 Cl 0.51 -2.24 -0.97  -0.17
9 Cl -3.37 -0.60 0.48  -0.10
10 H 1.83 0.86 -1.31  0.38
11 H 0.26 0.52 -2.08  0.33
12 H 1.06 0.09 1.76  0.52
13 H 2.53 -0.40 0.92  0.33
14 H 1.52 -1.69 1.61  0.36
15 H -0.84 -0.82 1.41  0.29
16 H -2.04 1.79 -1.11  0.28

Calculated values
Multiplicity: 1
Electronic energy (hartree): -1601.15897

=====

Molecular formula: C5H5NO
Method: DFT, ωB97M-V/def2-TZVPD

Last column: Mulliken charge in e.
CARTESIAN COORDINATES (ANGSTROEM)
1 O -1.36 -1.70 1.33  -0.46
2 C -0.94 -0.58 1.31  -0.05
3 C -0.64 0.40 0.22  0.01
4 C 0.86 0.39 0.30  -0.71
5 C 0.18 0.46 -1.05  -0.09
6 C 0.36 -0.65 -1.97  0.01
7 N 0.51 -1.51 -2.73  -0.39
8 H -0.49 -0.07 2.22  0.25
9 H -1.05 1.38 0.45  0.29
10 H 1.26 -0.62 0.45  0.30
11 H 1.22 1.09 1.04  0.43
12 H 0.09 1.41 -1.57  0.40

Calculated values
Multiplicity: 1
SMILES: N#C[C@@H]1C[C@@H]1C=O
Electronic energy (hartree): -323.41877